Entry P
240
Properties=species:S:1:pos:R:3 method="wB97M-V/def2-TZVPD" lumo_ev=0.60 mol_weight_g_mol=1331.91 smiles=COCCNCCOC.COCCNCCOC.COCCNCCOC.COCCNCCOC.COCCNCCOC.COCCNCCOC.COCCNCCOC.COCCNCCOC.COCCNCCOC.COCCNCCOC
C -13.0844 10.8702 20.0744
O -12.4340 9.6567 20.6123
C -11.5543 9.0375 19.6912
C -11.2058 7.5682 20.1498
N -9.8631 7.1346 19.7009
C -9.4698 5.6959 19.8956
C -8.9364 5.1180 21.2008
O -7.9611 6.0017 21.6771
C -7.4512 5.6357 22.9157
H -13.8881 11.1816 20.7417
H -13.4210 10.7627 19.0433
H -12.3808 11.6928 19.9459
H -10.6552 9.6452 19.5889
H -12.0082 8.9735 18.7023
H -12.0187 7.0703 19.6213
H -11.2757 7.5509 21.2374
H -9.1389 7.6776 20.1491
H -8.8941 5.3792 19.0258
H -10.4039 5.2416 19.5652
H -8.5097 4.1241 21.0655
H -9.7015 5.0850 21.9765
H -6.8221 4.7668 22.7222
H -8.2616 5.3963 23.6042
H -6.8312 6.3624 23.4408
C -8.8918 16.4658 18.2554
O -8.7006 15.1329 17.8410
C -8.8475 14.8492 16.4559
C -10.3466 15.0163 15.9021
N -11.4651 14.7538 16.8555
C -11.7787 13.3606 17.0107
C -12.8883 13.0799 16.0790
O -13.5823 11.8954 16.4554
C -14.9602 11.7555 16.0910
H -8.5257 17.0376 17.4028
H -8.3516 16.6707 19.1797
H -9.9395 16.6789 18.4679
H -8.5955 13.7892 16.4273
H -8.3044 15.4336 15.7132
H -10.4549 14.3212 15.0695
H -10.4558 16.0260 15.5062
H -10.9884 14.9293 17.7285
H -12.1030 13.1204 18.0233
H -10.9501 12.7206 16.7077
H -12.4184 13.0681 15.0955
H -13.5606 13.9307 15.9687
H -15.4104 12.7480 16.1091
H -15.5211 10.9675 16.5936
H -14.9355 11.4433 15.0469
C -2.3543 13.2172 19.8665
O -2.1644 11.7782 19.7348
C -2.0490 11.0004 20.9098
C -3.3401 10.8724 21.7790
N -3.4833 11.8898 22.8430
C -4.8080 12.6036 22.7761
C -4.8757 13.7882 23.8889
O -5.8898 14.7624 23.5662
C -6.2872 15.4952 24.7151
H -2.3812 13.7515 18.9168
H -1.4321 13.5881 20.3138
H -3.1172 13.4860 20.5972
H -1.2792 11.4940 21.5029
H -1.7296 9.9938 20.6398
H -3.4250 9.8818 22.2258
H -4.2277 10.9039 21.1472
H -2.9854 12.0661 23.7039
H -5.5942 11.8498 22.8190
H -4.8948 13.2024 21.8694
H -3.9426 14.3516 23.8771
H -5.1483 13.3344 24.8417
H -7.0565 14.8733 25.1727
H -6.7513 16.4525 24.4778
H -5.5184 15.9228 25.3587
C -3.3092 11.8478 16.2144
O -4.3544 10.8424 16.5667
C -4.2999 10.5220 17.9678
C -5.3561 9.4356 18.2438
N -6.5787 9.8758 17.6844
C -7.6358 8.8244 17.8382
C -8.8845 9.2267 17.0296
O -8.6900 9.5305 15.6264
C -9.8808 9.9549 14.9563
H -3.0288 12.5092 17.0341
H -3.5930 12.3833 15.3084
H -2.4608 11.2543 15.8736
H -4.4979 11.3992 18.5837
H -3.3106 10.1400 18.2197
H -5.3811 9.4241 19.3334
H -5.2405 8.3819 17.9897
H -6.4577 10.1773 16.7281
H -7.7794 8.6347 18.9019
H -7.2427 7.8884 17.4412
H -9.2280 10.1486 17.4990
H -9.7560 8.5881 17.1732
H -9.6148 10.3202 13.9643
H -10.3299 10.7685 15.5259
H -10.6002 9.1387 14.8909
C -2.1687 6.9072 17.8831
O -0.8164 6.8548 17.5458
C -0.5014 6.9832 16.1952
C 0.8899 6.2612 15.8370
N 2.0264 6.6287 16.7496
C 2.5963 7.8656 16.4118
C 3.3479 8.5800 17.4465
O 3.6446 9.8725 17.0769
C 4.4853 10.6096 18.0087
H -2.6309 7.8125 17.4895
H -2.4144 6.7006 18.9247
H -2.6309 6.0695 17.3609
H -0.5404 8.0613 16.0394
H -1.1693 6.5255 15.4655
H 1.1805 6.4564 14.8047
H 0.7607 5.1902 15.9929
H 1.6397 6.5790 17.6813
H 1.9018 8.6354 16.0755
H 3.3646 7.7199 15.6524
H 4.2751 8.0907 17.7447
H 2.6687 8.6407 18.2969
H 4.5864 11.5939 17.5516
H 5.4331 10.2046 18.3632
H 4.0407 10.6305 19.0037
C -6.3019 2.9174 17.3657
O -7.0957 3.5209 16.3744
C -7.5408 4.8585 16.5839
C -7.0622 5.6830 15.4296
N -5.5974 5.5828 15.1747
C -5.2904 6.0598 13.7972
C -3.8194 5.4926 13.5378
O -3.5762 4.0585 13.3229
C -3.5009 3.3077 14.4988
H -5.3334 3.4143 17.3096
H -6.1194 1.8493 17.2475
H -6.8155 2.9668 18.3258
H -7.3629 5.3916 17.5178
H -8.6240 4.7410 16.6176
H -7.3100 6.7346 15.5742
H -7.5305 5.4365 14.4767
H -5.4296 4.5869 15.1841
H -5.3461 7.1432 13.9030
H -5.8816 5.7101 12.9509
H -3.0374 5.7765 14.2421
H -3.6261 5.9752 12.5798
H -4.4446 3.1321 15.0152
H -2.8095 3.8242 15.1646
H -2.9974 2.3479 14.3829
C -1.1352 6.2125 11.8410
O -1.5287 7.5534 12.1869
C -2.0912 8.1277 11.0386
C -2.6996 9.5322 11.1829
N -1.7602 10.3418 11.8420
C -2.3893 11.6198 12.0984
C -1.4262 12.6700 12.5640
O -1.3778 12.5594 13.9950
C -0.8797 13.6574 14.7630
H -1.9453 5.5263 11.5939
H -0.6454 5.7717 12.7092
H -0.4224 6.4565 11.0532
H -2.8066 7.4983 10.5093
H -1.2703 8.2622 10.3341
H -3.5966 9.5436 11.8020
H -2.8345 10.0452 10.2307
H -1.5291 9.7998 12.6623
H -3.2236 11.5350 12.7948
H -2.8955 12.0828 11.2514
H -1.8940 13.6488 12.4579
H -0.4125 12.5344 12.1871
H -1.1561 13.4644 15.7996
H -1.3118 14.6572 14.7205
H 0.1919 13.6151 14.5678
C -11.2071 9.0177 4.3417
O -10.7472 10.2989 4.9427
C -11.7894 11.2777 5.1397
C -12.6445 10.9436 6.4571
N -11.6345 10.6878 7.5204
C -12.2780 10.1735 8.7146
C -13.0335 11.2645 9.4873
O -13.3901 10.6802 10.7320
C -13.9751 11.6239 11.5771
H -10.3739 8.3271 4.2117
H -11.4270 9.2790 3.3066
H -11.9768 8.4864 4.9014
H -12.4154 11.5692 4.2964
H -11.1871 12.1630 5.3435
H -13.2462 10.0974 6.1253
H -13.4523 11.6727 6.5193
H -10.9243 10.1304 7.0677
H -11.5015 9.7816 9.3715
H -12.9551 9.3268 8.6021
H -13.7518 11.6752 8.7778
H -12.3638 12.1105 9.6417
H -14.6717 11.2023 12.3018
H -14.6844 12.2817 11.0750
H -13.1758 12.2414 11.9869
C -14.9260 14.7516 12.2502
O -13.5633 15.0788 12.0036
C -12.9552 15.8851 13.0491
C -11.4110 16.1716 12.5671
N -10.3258 15.2747 12.7996
C -10.5227 13.9241 12.3215
C -9.1535 13.3089 12.1654
O -8.4756 14.0955 11.1920
C -7.3297 13.4337 10.6213
H -15.0979 14.2103 13.1805
H -15.4844 14.3824 11.3899
H -15.3134 15.7622 12.3798
H -13.0081 15.2785 13.9532
H -13.4154 16.8451 13.2832
H -11.1878 17.1204 13.0549
H -11.6550 16.4232 11.5350
H -9.7207 15.7615 12.1538
H -10.8722 13.9694 11.2901
H -11.0960 13.2770 12.9854
H -9.4483 12.3209 11.8117
H -8.5366 13.2293 13.0605
H -6.6077 13.2558 11.4183
H -6.7040 14.0269 9.9544
H -7.6309 12.5521 10.0553
C -12.2080 4.7329 13.6931
O -10.8189 4.8190 13.3011
C -10.5327 4.9724 11.9531
C -9.0137 4.9943 11.7978
N -8.4691 6.2652 12.2399
C -8.6900 7.3749 11.3227
C -7.9356 8.6942 11.6364
O -8.7693 9.8439 11.4887
C -8.8386 10.2285 10.0483
H -12.6154 5.7361 13.5677
H -12.2359 4.5407 14.7657
H -12.7785 3.9222 13.2399
H -11.0635 5.8126 11.5054
H -10.9009 4.0642 11.4759
H -8.9212 4.9100 10.7151
H -8.5728 4.1653 12.3514
H -9.1433 6.4363 12.9722
H -9.7512 7.6232 11.3034
H -8.4840 6.9944 10.3223
H -7.0244 8.8045 11.0486
H -7.7463 8.7088 12.7098
H -9.4247 11.1363 9.9054
H -9.2715 9.5163 9.3459
H -7.8232 10.4118 9.6972

=====

Entry Q
240
Properties=species:S:1:pos:R:3 method="wB97M-V/def2-TZVPD" lumo_ev=0.26 mol_weight_g_mol=1331.91 smiles=COCCNCCOC.COCCNCCOC.COCCNCCOC.COCCNCCOC.COCCNCCOC.COCCNCCOC.COCCNCCOC.COCCNCCOC.COCCNCCOC.COCCNCCOC
C 2.3744 8.0418 13.0431
O 2.9331 6.9714 12.2442
C 2.0495 6.6588 11.1164
C 2.5247 5.4954 10.1587
N 3.9439 5.7829 10.0191
C 4.7989 4.7646 9.3565
C 6.1923 5.2462 9.2439
O 6.9878 4.7468 10.2086
C 6.9790 5.2754 11.4504
H 2.9299 7.9447 13.9759
H 1.3380 7.8725 13.3350
H 2.4214 9.0253 12.5756
H 2.0825 7.6251 10.6132
H 1.0217 6.4392 11.4056
H 1.8161 5.3703 9.3400
H 2.3713 4.5801 10.7304
H 4.2823 5.9602 10.9541
H 4.4249 4.5578 8.3538
H 4.7901 3.8791 9.9921
H 6.2501 6.3344 9.2193
H 6.6681 4.9904 8.2971
H 7.0113 6.3622 11.3730
H 7.7769 4.8997 12.0908
H 6.0812 4.9439 11.9722
C -4.1263 -2.9806 3.7350
O -4.6290 -4.1721 3.2073
C -3.6247 -4.9598 2.5618
C -4.2766 -6.0778 1.6452
N -5.2894 -5.5172 0.7629
C -4.7654 -5.0779 -0.4846
C -5.9153 -4.7692 -1.4468
O -6.1769 -3.3493 -1.5185
C -7.1305 -2.9390 -2.5880
H -3.1497 -3.1949 4.1692
H -4.7182 -2.5849 4.5604
H -4.0144 -2.0894 3.1175
H -2.8918 -5.4001 3.2380
H -3.0542 -4.3182 1.8902
H -4.7487 -6.7574 2.3547
H -3.6194 -6.6720 1.0102
H -5.7006 -4.7653 1.2974
H -4.0305 -5.7781 -0.8817
H -4.3778 -4.0649 -0.3760
H -6.8467 -5.2740 -1.1903
H -5.6043 -5.0103 -2.4633
H -7.5943 -1.9705 -2.4009
H -7.9665 -3.6331 -2.5016
H -6.5932 -3.0640 -3.5280
C 2.9892 6.9236 -1.4452
O 2.8817 5.4920 -1.7112
C 3.2714 4.5982 -0.6485
C 4.7792 4.7356 -0.2110
N 4.8743 5.4451 1.0140
C 6.1728 5.6498 1.7114
C 6.5432 4.2941 2.4003
O 7.0588 3.3373 1.4837
C 6.9952 1.9728 1.8710
H 4.0286 7.2312 -1.5590
H 2.3930 7.1651 -0.5653
H 2.6527 7.4105 -2.3605
H 3.1502 3.5598 -0.9569
H 2.6114 4.7567 0.2043
H 5.3475 5.1846 -1.0256
H 5.1112 3.7011 -0.2984
H 4.3319 6.2941 0.9427
H 5.9285 6.3214 2.5345
H 6.9123 6.1375 1.0763
H 5.8020 3.9209 3.1070
H 7.4421 4.4658 2.9924
H 5.9875 1.5933 2.0401
H 7.5402 1.8229 2.8030
H 7.3774 1.2015 1.2024
C 2.3250 -4.8515 17.2491
O 3.1701 -4.4010 16.1290
C 3.8286 -5.5129 15.5313
C 4.2065 -4.9294 14.1092
N 4.5204 -6.0055 13.1251
C 5.2854 -5.5760 11.9670
C 4.5942 -4.6042 10.9327
O 4.3723 -3.2446 11.3293
C 5.3560 -2.3620 10.9966
H 2.8253 -5.6565 17.7873
H 1.3033 -5.1928 17.0826
H 2.3124 -3.9655 17.8839
H 3.2162 -6.4135 15.4869
H 4.8086 -5.7211 15.9608
H 5.0896 -4.3278 14.3242
H 3.4965 -4.1581 13.8105
H 3.5959 -6.1350 12.7395
H 5.8149 -6.3486 11.4097
H 6.1259 -5.0763 12.4487
H 3.5385 -4.8575 10.8353
H 5.0453 -4.6617 9.9421
H 6.3713 -2.6065 11.3089
H 5.1085 -1.4611 11.5580
H 5.4412 -2.1601 9.9288
C -6.9979 11.2922 -2.4240
O -7.2519 9.9423 -2.6613
C -8.0170 9.4618 -1.6509
C -8.3311 8.0002 -2.2004
N -7.3251 7.0201 -1.8453
C -7.4451 5.8216 -2.7091
C -6.1889 4.9200 -2.4068
O -5.0590 5.4563 -3.0350
C -4.0643 5.9560 -2.0733
H -7.9125 11.8791 -2.5087
H -6.2046 11.5922 -3.1088
H -6.6185 11.4592 -1.4159
H -8.9233 10.0381 -1.4647
H -7.4366 9.2415 -0.7550
H -8.2865 8.2408 -3.2626
H -9.3291 7.7197 -1.8635
H -6.3700 7.3357 -1.7537
H -7.4603 6.1029 -3.7621
H -8.4293 5.4062 -2.4924
H -6.4055 4.0127 -2.9707
H -6.0228 4.6718 -1.3585
H -3.4604 5.1744 -1.6123
H -4.5038 6.7606 -1.4837
H -3.3441 6.5904 -2.5899
C 1.8431 3.7891 -6.1963
O 0.9848 3.8422 -7.3038
C 0.3427 5.1517 -7.4843
C 1.2429 6.3562 -7.7442
N 2.4389 5.9040 -8.4671
C 3.5362 6.9383 -8.4588
C 3.4351 8.1241 -9.6122
O 4.7856 8.6114 -9.6756
C 4.9288 9.7166 -10.5999
H 2.4789 2.9361 -6.4334
H 1.2947 3.7409 -5.2555
H 2.4526 4.6927 -6.1974
H -0.3611 5.4680 -6.7144
H -0.2729 5.0450 -8.3775
H 1.5307 6.8212 -6.8013
H 0.6149 7.0353 -8.3208
H 2.7413 5.0623 -7.9978
H 4.3840 6.3154 -8.7439
H 3.7397 7.4929 -7.5428
H 2.6032 8.8065 -9.4380
H 3.2584 7.5386 -10.5145
H 3.9706 10.1741 -10.8464
H 5.4789 9.3273 -11.4566
H 5.4120 10.5608 -10.1081
C -10.5088 -7.2551 -10.4958
O -10.3390 -6.0860 -9.5921
C -11.0204 -4.9006 -9.9669
C -10.6719 -3.8998 -8.9129
N -9.7471 -2.8305 -9.4005
C -8.4085 -3.3143 -9.5345
C -7.4047 -2.0933 -9.6517
O -7.6631 -1.1714 -8.5978
C -6.9278 0.0513 -8.6242
H -9.8538 -7.1140 -11.3556
H -11.4987 -7.3663 -10.9384
H -10.3053 -8.2232 -10.0381
H -12.0522 -5.1967 -9.7781
H -10.7984 -4.5251 -10.9658
H -10.1611 -4.3721 -8.0738
H -11.5483 -3.4229 -8.4741
H -9.8875 -1.9038 -9.0242
H -8.4863 -3.9174 -10.4391
H -8.1554 -3.9680 -8.6998
H -7.7101 -1.7692 -10.6465
H -6.3866 -2.4523 -9.8022
H -6.9101 0.4558 -9.6363
H -5.8699 -0.0438 -8.3795
H -7.3240 0.8258 -7.9674
C 1.1318 -1.3569 5.1634
O 1.1683 -0.9917 3.8129
C 0.9177 0.3891 3.5839
C 0.9291 0.5727 2.0425
N -0.3350 0.1697 1.3739
C -0.5112 -1.2275 1.1016
C -0.1907 -1.6993 -0.3466
O -0.6658 -0.7447 -1.3761
C -2.0958 -0.6805 -1.6756
H 1.8378 -0.7144 5.6895
H 1.3181 -2.4118 5.3647
H 0.1612 -1.1331 5.6059
H 1.4285 1.2044 4.0962
H -0.1335 0.4586 3.8639
H 1.6568 -0.0407 1.5111
H 1.0755 1.6509 1.9795
H -0.0052 0.4655 0.4663
H -1.5828 -1.3921 1.2142
H -0.1266 -1.9284 1.8425
H -0.6037 -2.7080 -0.3605
H 0.8769 -1.8149 -0.5333
H -2.5723 -0.2591 -0.7905
H -2.5287 -1.6355 -1.9734
H -2.2484 0.1315 -2.3866
C -7.1118 -10.7634 -5.3417
O -6.2628 -10.0433 -6.1904
C -6.9386 -9.0776 -7.0123
C -6.1435 -7.8210 -7.3030
N -4.8823 -7.9865 -8.0554
C -4.2455 -6.7894 -8.6031
C -3.8441 -5.9266 -7.4523
O -2.5030 -5.3569 -7.7121
C -2.0983 -4.4333 -6.7536
H -6.6123 -11.5657 -4.7985
H -7.9308 -11.2211 -5.8966
H -7.4090 -10.1101 -4.5213
H -7.8683 -8.7832 -6.5253
H -7.1154 -9.6157 -7.9436
H -6.0281 -7.3270 -6.3382
H -6.8476 -7.2492 -7.9074
H -4.3115 -8.4252 -7.3471
H -4.9531 -6.4361 -9.3532
H -3.2951 -7.0656 -9.0596
H -3.7823 -6.5187 -6.5392
H -4.4715 -5.0408 -7.3525
H -1.0115 -4.4154 -6.8352
H -2.3465 -4.8814 -5.7914
H -2.5764 -3.4829 -6.9905
C 13.5562 -4.9346 -0.0459
O 12.9195 -3.6874 -0.2917
C 12.0939 -3.6917 -1.4565
C 10.6469 -3.8539 -1.1309
N 10.1795 -5.1371 -0.6546
C 8.7355 -5.3350 -0.4241
C 8.0715 -4.4823 0.5631
O 6.7127 -4.9719 0.7347
C 5.9914 -3.9763 1.3945
H 14.5558 -4.9472 -0.4805
H 12.8537 -5.7486 -0.2247
H 13.6863 -4.8954 1.0356
H 12.3012 -4.4061 -2.2532
H 12.3859 -2.7478 -1.9168
H 9.9821 -3.5390 -1.9352
H 10.4834 -3.0788 -0.3823
H 10.7204 -5.3802 0.1630
H 8.6123 -6.3894 -0.1767
H 8.2428 -5.3275 -1.3963
H 8.0664 -3.4829 0.1281
H 8.5279 -4.4278 1.5515
H 6.0823 -3.1078 0.7422
H 6.3906 -3.6790 2.3642
H 4.9123 -4.1267 1.4242

=====

On energetic grounds, entry P is preferred over the next structure by 0.0433 hartree.